(1)
C18H31BF11NO20S4Zr as an isolated structure at a distorted geometry, computed with ωB97M-V/def2-TZVPD.

Geometry (Å):
Zr (-0.213, -0.746, 1.145)
N (1.695, 0.124, 1.165)
S (3.003, -0.318, 0.320)
O (3.792, -1.328, 0.896)
O (3.533, 0.597, -0.616)
F (2.061, -1.204, -0.654)
S (2.621, 0.757, 2.525)
O (3.526, 1.790, 2.197)
O (2.870, -0.236, 3.479)
F (1.372, 1.513, 3.148)
B (-1.051, 0.042, -0.848)
H (-1.498, -1.009, -0.629)
H (0.089, 0.020, -0.660)
H (-1.311, 0.486, -1.923)
H (-1.401, 0.738, 0.014)
O (-0.082, -2.808, 0.807)
C (-0.159, -3.614, 1.951)
C (0.099, -2.815, 3.253)
O (-0.039, -1.415, 3.161)
H (0.643, -4.359, 2.000)
H (-1.110, -4.148, 2.055)
H (1.129, -3.047, 3.569)
H (-0.481, -3.228, 4.093)
C (-4.287, -1.776, -1.291)
C (-4.599, -0.734, -0.250)
O (-4.764, -1.334, 1.083)
C (-3.724, -1.403, 1.827)
O (-2.590, -1.145, 1.495)
C (-4.028, -1.969, 3.235)
F (-5.316, -1.878, 3.539)
F (-3.674, -3.264, 3.250)
F (-3.296, -1.330, 4.146)
H (-3.362, -2.303, -1.068)
H (-4.208, -1.254, -2.243)
H (-5.105, -2.495, -1.325)
H (-5.550, -0.230, -0.425)
H (-3.880, 0.080, -0.155)
C (4.090, -2.675, -3.111)
C (3.107, -3.579, -3.821)
O (1.800, -3.325, -3.262)
C (0.819, -4.073, -3.669)
O (0.868, -4.984, -4.443)
C (-0.519, -3.592, -3.069)
F (-1.430, -3.484, -4.039)
F (-0.959, -4.426, -2.136)
F (-0.384, -2.382, -2.507)
H (3.623, -1.708, -2.937)
H (4.932, -2.469, -3.773)
H (4.454, -3.132, -2.196)
H (3.346, -4.620, -3.598)
H (3.092, -3.422, -4.897)
C (-1.572, 0.572, 6.477)
C (-0.994, 0.994, 5.143)
O (-2.087, 1.435, 4.289)
C (-1.852, 1.650, 3.047)
O (-1.036, 1.083, 2.364)
C (-2.810, 2.679, 2.392)
F (-2.165, 3.388, 1.474)
F (-3.807, 2.009, 1.786)
F (-3.325, 3.515, 3.283)
H (-2.054, 1.437, 6.927)
H (-0.728, 0.266, 7.098)
H (-2.229, -0.290, 6.406)
H (-0.375, 0.243, 4.646)
H (-0.261, 1.794, 5.295)
C (1.237, 1.043, -3.929)
C (2.031, 2.363, -3.845)
O (3.185, 2.208, -4.703)
S (3.178, 0.789, -5.414)
O (4.446, 0.187, -5.303)
O (2.561, 0.913, -6.683)
O (2.186, 0.091, -4.389)
H (0.411, 1.170, -4.630)
H (0.898, 0.784, -2.939)
H (2.443, 2.448, -2.830)
H (1.592, 3.343, -4.019)
C (2.184, 5.631, -0.998)
C (0.716, 5.893, -1.375)
O (-0.056, 4.883, -0.674)
S (0.882, 4.093, 0.341)
O (0.523, 2.735, 0.350)
O (0.980, 4.806, 1.558)
O (2.202, 4.274, -0.523)
H (2.463, 6.238, -0.136)
H (2.849, 5.819, -1.833)
H (0.438, 5.742, -2.415)
H (0.403, 6.883, -1.046)

Computed properties:
energy above the lowest of the compared OMol25 structures with the same formula, charge and spin	0.0	kcal per mole
HOMO-LUMO gap	8.646	eV
calculated total energy	-5027.238147	Eh
lowest unoccupied orbital energy	-0.69	eV

From a Mulliken analysis of the wavefunction, the atomic charges in e read:
1. Zr 0.14
2. N 0.12
3. S 0.64
4. O -0.62
5. O -0.56
6. F -0.31
7. S 0.96
8. O -0.58
9. O -0.55
10. F -0.21
11. B 3.78
12. H -0.09
13. H -0.47
14. H -0.35
15. H -0.42
16. O -0.68
17. C -0.48
18. C -0.72
19. O -0.44
20. H 0.33
21. H 0.30
22. H 0.39
23. H 0.33
24. C -0.92
25. C 0.06
26. O -0.38
27. C 0.47
28. O -0.64
29. C 0.80
30. F -0.27
31. F -0.25
32. F -0.17
33. H 0.07
34. H 0.37
35. H 0.39
36. H 0.43
37. H -0.07
38. C -0.68
39. C -0.43
40. O -0.03
41. C 0.09
42. O -0.56
43. C 1.14
44. F -0.28
45. F -0.25
46. F -0.52
47. H -0.09
48. H 0.37
49. H 0.32
50. H 0.38
51. H 0.35
52. C -1.45
53. C 0.38
54. O -0.23
55. C 0.24
56. O 0.49
57. C 0.58
58. F -0.14
59. F -0.25
60. F -0.26
61. H 0.37
62. H 0.41
63. H 0.27
64. H -0.30
65. H 0.42
66. C 0.54
67. C -0.21
68. O -0.41
69. S 1.08
70. O -0.55
71. O -0.58
72. O -0.04
73. H 0.18
74. H -0.59
75. H 0.11
76. H 0.29
77. C -0.55
78. C -0.36
79. O -0.31
80. S 1.02
81. O -0.65
82. O -0.73
83. O -0.23
84. H 0.36
85. H 0.33
86. H 0.30
87. H 0.27

=====

(2)
A 6-piece molecular cluster, C18H31BF4O16P overall at a distorted geometry, computed with ωB97M-V/def2-TZVPD.

Geometry (Å):
B (-1.806, -0.833, 0.187)
H (-1.747, -1.908, 0.264)
H (-2.328, -0.489, 1.067)
H (-0.811, -0.416, 0.187)
H (-2.248, -0.620, -0.774)
C (-3.297, -2.398, -2.738)
C (-2.963, -3.459, -3.732)
O (-4.164, -3.684, -4.366)
C (-5.189, -3.223, -3.630)
O (-6.363, -3.366, -3.880)
O (-4.642, -2.523, -2.573)
F (-2.447, -4.540, -3.144)
H (-3.200, -1.459, -3.283)
H (-2.686, -2.388, -1.835)
H (-2.207, -3.053, -4.404)
C (-3.536, -3.044, 1.855)
C (-2.433, -4.018, 2.318)
O (-3.036, -4.815, 3.260)
C (-4.160, -4.253, 3.619)
O (-4.939, -4.669, 4.493)
O (-4.510, -3.225, 2.758)
F (-1.404, -3.353, 2.924)
H (-3.859, -3.246, 0.834)
H (-3.218, -2.010, 1.994)
H (-1.909, -4.450, 1.466)
C (1.043, -3.269, 0.833)
C (0.667, -3.989, -0.447)
O (0.046, -5.105, 0.159)
C (0.607, -5.423, 1.318)
O (0.331, -6.464, 1.942)
O (1.327, -4.362, 1.778)
F (1.792, -4.167, -1.096)
H (0.268, -2.575, 1.159)
H (1.938, -2.652, 0.758)
H (-0.060, -3.365, -0.967)
C (-4.230, 1.566, 0.201)
C (-5.067, 0.299, -0.126)
O (-6.225, 0.864, -0.806)
C (-5.831, 2.188, -1.249)
O (-6.499, 2.723, -2.156)
O (-4.866, 2.634, -0.593)
F (-5.530, -0.331, 0.953)
H (-3.189, 1.369, -0.055)
H (-4.227, 1.904, 1.238)
H (-4.681, -0.480, -0.783)
C (4.390, 4.615, -2.394)
C (3.997, 5.383, -1.133)
O (4.894, 5.115, -0.011)
P (4.443, 3.984, 1.184)
O (3.392, 4.363, 2.102)
O (4.074, 2.768, 0.156)
C (2.746, 2.170, 0.247)
C (2.847, 0.702, -0.136)
O (5.818, 3.578, 1.879)
C (6.582, 4.628, 2.443)
C (7.559, 5.320, 1.429)
H (5.378, 4.920, -2.737)
H (4.526, 3.573, -2.105)
H (3.711, 4.893, -3.200)
H (4.081, 6.403, -1.506)
H (2.949, 5.148, -0.945)
H (2.220, 2.174, 1.202)
H (2.175, 2.736, -0.490)
H (3.298, 0.247, 0.747)
H (1.903, 0.286, -0.486)
H (3.653, 0.686, -0.870)
H (5.979, 5.472, 2.777)
H (7.294, 4.260, 3.181)
H (8.292, 5.944, 1.940)
H (8.182, 4.575, 0.936)
H (7.106, 6.132, 0.860)

Computed properties:
energy above the lowest of the compared OMol25 structures with the same formula, charge and spin	70.8	kcal per mole
HOMO-LUMO gap	9.306	eV
calculated total energy	-2674.046183	Eh
charge	-1
lowest unoccupied orbital energy	2.08	eV

From a Mulliken analysis of the wavefunction, the atomic charges in e read:
1. B 1.24
2. H -0.92
3. H -0.32
4. H -0.51
5. H -0.37
6. C 0.18
7. C 0.39
8. O -0.34
9. C 0.57
10. O -0.55
11. O -0.26
12. F -0.31
13. H 0.24
14. H -0.30
15. H 0.32
16. C 0.09
17. C 0.94
18. O -0.36
19. C 0.44
20. O -0.62
21. O -0.34
22. F -0.36
23. H -0.06
24. H 0.06
25. H 0.09
26. C 0.06
27. C 0.63
28. O -0.34
29. C 0.68
30. O -0.61
31. O -0.36
32. F -0.32
33. H 0.00
34. H 0.18
35. H 0.05
36. C -0.25
37. C 1.23
38. O -0.41
39. C 0.58
40. O -0.61
41. O -0.30
42. F -0.31
43. H 0.21
44. H 0.25
45. H -0.27
46. C -1.08
47. C -0.27
48. O -0.28
49. P 0.86
50. O -0.69
51. O -0.29
52. C -0.20
53. C -1.19
54. O -0.34
55. C -0.34
56. C -1.10
57. H 0.32
58. H 0.24
59. H 0.36
60. H 0.40
61. H 0.29
62. H 0.37
63. H 0.25
64. H 0.30
65. H 0.31
66. H 0.36
67. H 0.29
68. H 0.38
69. H 0.44
70. H 0.30
71. H 0.26

=====

(3)
C18H31CdF9O9 as an isolated structure at a distorted geometry, computed with ωB97M-V/def2-TZVPD.

Geometry (Å):
Cd (0.721, -0.032, -0.531)
C (2.088, -2.771, -1.720)
O (0.742, -3.065, -1.541)
O (2.022, -1.378, -1.587)
C (3.031, -3.765, -0.836)
F (2.958, -3.654, 0.543)
F (2.877, -5.097, -1.079)
F (4.323, -3.575, -1.141)
C (0.279, -4.187, -2.374)
C (-1.207, -4.255, -2.570)
H (-1.619, -4.528, -1.599)
H (-1.629, -3.336, -2.975)
H (-1.303, -5.003, -3.357)
H (0.581, -5.130, -1.918)
H (0.619, -4.085, -3.405)
H (2.398, -2.987, -2.742)
C (0.909, 3.144, -0.570)
O (1.836, 2.777, -1.658)
O (0.394, 1.963, -0.162)
C (1.629, 4.031, 0.498)
F (0.722, 4.570, 1.335)
F (2.455, 3.224, 1.187)
F (2.385, 5.039, -0.076)
C (2.179, 3.619, -2.678)
C (2.760, 3.002, -3.959)
H (2.578, 3.619, -4.839)
H (3.775, 2.691, -3.712)
H (2.290, 2.034, -4.131)
H (2.933, 4.315, -2.312)
H (1.341, 4.236, -3.001)
H (0.122, 3.831, -0.880)
C (-1.534, 0.065, -2.627)
O (-1.092, -0.495, -1.390)
C (-2.111, -1.058, -0.567)
C (-1.532, -1.856, 0.556)
O (-0.416, -0.965, 1.003)
C (0.290, -1.616, 2.101)
C (1.405, -0.698, 2.439)
O (1.928, -0.165, 1.195)
C (3.368, 0.030, 1.219)
H (-2.329, -0.566, -3.024)
H (-0.573, 0.054, -3.140)
H (-1.691, 1.127, -2.438)
H (-2.745, -1.740, -1.134)
H (-2.697, -0.206, -0.225)
H (-1.292, -2.870, 0.235)
H (-2.333, -1.881, 1.294)
H (0.695, -2.562, 1.742)
H (-0.441, -1.753, 2.898)
H (2.171, -1.451, 2.626)
H (1.287, -0.089, 3.335)
H (3.925, -0.856, 1.525)
H (3.555, 0.843, 1.920)
H (3.754, 0.404, 0.271)
C (-1.836, 3.379, 2.850)
C (-2.500, 2.192, 2.389)
O (-3.456, 1.690, 3.274)
C (-4.257, 0.552, 2.940)
O (-4.415, -0.053, 1.818)
C (-4.996, 0.141, 4.240)
F (-4.301, -0.769, 4.937)
F (-5.257, 1.172, 4.990)
F (-6.155, -0.431, 4.001)
H (-0.765, 3.188, 2.921)
H (-2.270, 3.717, 3.791)
H (-1.893, 4.283, 2.244)
H (-1.654, 1.560, 2.119)
H (-3.024, 2.433, 1.465)

Computed properties:
HOMO-LUMO gap	8.690	eV
calculated total energy	-2447.976053	Eh
lowest unoccupied orbital energy	-0.03	eV

From a Mulliken analysis of the wavefunction, the atomic charges in e read:
1. Cd 2.87
2. C -0.27
3. O -0.31
4. O -1.13
5. C 0.78
6. F -0.26
7. F -0.29
8. F -0.29
9. C -0.36
10. C -1.12
11. H 0.27
12. H 0.11
13. H 0.48
14. H 0.24
15. H 0.37
16. H 0.26
17. C -0.30
18. O -0.20
19. O -0.91
20. C 0.75
21. F -0.24
22. F -0.20
23. F -0.29
24. C -0.35
25. C -1.16
26. H 0.35
27. H 0.31
28. H 0.25
29. H 0.25
30. H 0.34
31. H 0.13
32. C -1.07
33. O 0.23
34. C -0.47
35. C -0.85
36. O -0.19
37. C -0.89
38. C -0.66
39. O 0.17
40. C -1.23
41. H 0.31
42. H 0.29
43. H 0.24
44. H 0.46
45. H 0.49
46. H 0.22
47. H 0.45
48. H 0.31
49. H 0.35
50. H 0.41
51. H 0.36
52. H 0.43
53. H 0.36
54. H 0.24
55. C -1.12
56. C 0.71
57. O -0.22
58. C 0.33
59. O -0.54
60. C 0.86
61. F -0.26
62. F -0.23
63. F -0.25
64. H 0.22
65. H 0.35
66. H 0.25
67. H -0.41
68. H 0.27